No. 1
{"formula": "C5H14BOS", "method": "the ωB97M-V functional and the def2-TZVPD basis", "homo_ev": -4.7, "multiplicity": 1, "charge": -1, "lumo_ev": 3.115, "homo_lumo_gap_ha": 0.287, "elements": ["O", "C", "C", "B", "C", "C", "C", "S", "H", "H", "H", "H", "H", "H", "H", "H", "H", "H", "H", "H", "H", "H"], "positions_angstrom": [[4.2932, -0.8189, 0.0267], [3.1733, -0.0295, 0.5169], [1.9009, -0.3532, -0.2989], [0.6738, 0.7686, -0.0746], [-0.7028, -0.0842, 0.2483], [-2.0154, 0.7441, 0.1381], [-3.2340, -0.2010, 0.4318], [-4.3106, -0.4682, -1.0590], [4.2240, -0.7319, -0.9155], [3.0286, -0.3235, 1.5595], [3.4025, 1.0401, 0.4123], [1.5545, -1.3447, 0.0499], [2.0963, -0.4053, -1.3848], [0.5122, 1.3582, -1.1300], [0.9551, 1.5651, 0.7926], [-0.6248, -0.5613, 1.2440], [-0.7772, -0.8654, -0.5362], [-2.0578, 1.1253, -0.8893], [-2.0193, 1.6242, 0.7945], [-3.8233, 0.1812, 1.2721], [-2.8701, -1.1964, 0.6993], [-3.3791, -1.0234, -1.8977]], "atomic_forces_ev_per_a": [[0.29, 0.22, 0.98], [-0.67, -0.57, -1.48], [-0.08, 0.47, 1.06], [-0.07, -1.05, -0.29], [-0.10, 1.04, -0.24], [0.28, -1.19, 0.10], [0.64, 0.39, -0.70], [0.16, -0.08, 0.14], [0.00, -0.10, -0.68], [0.08, 0.30, -0.06], [0.07, -0.16, 0.30], [0.14, 0.13, -0.35], [0.33, -0.10, 0.30], [-0.07, 0.33, -0.25], [0.03, 0.27, 0.44], [-0.17, -0.04, -0.28], [-0.02, -0.03, 0.42], [-0.16, -0.03, 0.21], [0.02, -0.25, 0.05], [-0.38, -0.14, -0.43], [-0.02, 0.24, 0.09], [-0.30, 0.37, 0.69]]}

---

No. 2
{"formula": "C5H14BrO4SZn", "method": "the ωB97M-V functional and the def2-TZVPD basis", "homo_ev": -12.9, "multiplicity": 1, "charge": 1, "lumo_ev": -9.228, "homo_lumo_gap_ha": 0.134, "elements": ["Zn", "Br", "C", "C", "O", "H", "H", "H", "H", "H", "H", "O", "S", "O", "O", "C", "C", "C", "H", "H", "H", "H", "H", "H", "H", "H"], "positions_angstrom": [[3.4202, 1.6152, 4.0249], [2.1986, 0.8012, 2.2016], [2.2704, 0.3106, -1.7060], [3.6826, -0.1227, -1.4088], [3.7871, -0.9616, -0.2728], [2.2577, 0.8236, -2.6708], [1.7267, 0.8911, -0.9554], [1.6164, -0.5533, -1.8712], [4.3242, 0.7683, -1.2966], [4.1808, -0.5844, -2.2605], [3.3801, -0.5348, 0.4854], [-3.7678, -1.1411, 2.2094], [-2.5118, -0.7796, 1.6532], [-1.5381, -1.7548, 1.2767], [-2.7685, 0.1855, 0.3971], [-2.8134, -0.4514, -0.8891], [-1.7975, 0.1766, -1.8524], [-1.6985, 0.4191, 2.6863], [-3.8031, -0.3354, -1.3312], [-2.6105, -1.5214, -0.8626], [-0.7954, -0.0869, -1.5267], [-2.0530, 1.2301, -1.9455], [-2.0004, -0.2880, -2.8190], [-2.0459, 1.4106, 2.4126], [-0.6257, 0.2770, 2.6146], [-2.0154, 0.2065, 3.7070]], "atomic_forces_ev_per_a": [[-0.84, -0.63, -1.33], [0.80, 0.71, 1.43], [-0.74, -0.83, -1.01], [0.52, 1.23, 0.36], [0.23, -0.43, -0.10], [-0.06, 0.36, 0.22], [0.54, 0.32, 0.14], [0.25, -0.17, 0.06], [-0.21, 0.06, 0.37], [-0.49, -0.67, 0.08], [0.07, 0.02, -0.24], [-0.06, -0.22, 0.18], [0.31, 1.06, -0.45], [0.05, -0.45, 0.04], [0.18, -0.45, 0.29], [0.22, -0.17, -1.58], [-1.19, -0.56, 0.48], [-0.53, -0.22, 0.48], [-0.16, 0.16, 0.45], [-0.05, 0.02, 0.57], [0.18, 0.50, -0.10], [0.65, 0.17, 0.05], [0.23, 0.02, -0.07], [0.15, 0.04, -0.06], [-0.05, 0.14, -0.25], [0.00, -0.02, -0.01]]}

---

No. 3
{"formula": "C5H14FN2", "method": "the ωB97M-V functional and the def2-TZVPD basis", "homo_ev": -12.7, "multiplicity": 1, "charge": 1, "lumo_ev": -3.237, "homo_lumo_gap_ha": 0.347, "e_above_lowest_kcal_mol": 50.1, "elements": ["C", "C", "C", "C", "C", "N", "N", "F", "H", "H", "H", "H", "H", "H", "H", "H", "H", "H", "H", "H", "H", "H"], "positions_angstrom": [[1.9751, -0.1009, -0.1628], [0.2515, 0.6733, 2.1150], [0.6110, -0.7883, 0.0860], [-0.3678, -0.0702, 0.9114], [-0.3946, -1.0921, -2.0012], [-1.5852, -0.3920, -2.2922], [-1.0144, 1.0071, 0.0306], [0.6128, -0.6858, -2.8034], [1.7107, 0.9460, -0.3795], [2.4165, -0.4936, -1.0610], [2.6900, -0.0924, 0.7170], [1.0919, 1.0308, 1.6855], [-0.4299, 1.5422, 2.3783], [0.4881, 0.1452, 2.9651], [0.7486, -1.8795, 0.3195], [-1.1592, -0.6463, 1.2249], [-0.4735, -2.1184, -2.1229], [-1.6835, -0.1669, -3.3131], [-2.3337, -0.8529, -1.9605], [-1.7860, 1.4354, 0.7059], [-1.3073, 0.5500, -0.9182], [-0.2101, 1.7615, -0.1211]], "atomic_forces_ev_per_a": [[-1.39, 0.63, 0.55], [-3.81, 1.30, -1.44], [0.71, -2.36, -2.68], [0.69, 1.73, 0.31], [2.25, 1.11, 1.62], [3.02, 2.80, -1.80], [0.89, 2.02, 1.95], [-0.15, 0.48, -0.04], [0.63, 0.01, -0.06], [0.43, -0.26, -0.14], [-0.89, -0.35, -1.04], [2.97, 1.76, -0.62], [0.83, -0.97, 0.03], [0.27, -1.55, 1.73], [-0.44, 1.17, -0.07], [-1.81, -1.67, 0.51], [-0.07, -2.14, 0.43], [0.16, -0.20, 1.34], [-3.39, -2.14, 1.08], [1.75, -0.74, -2.52], [-0.21, 1.10, 0.73], [-2.45, -1.71, 0.14]]}

---

No. 4
{"formula": "C5H14N", "method": "the ωB97M-V functional and the def2-TZVPD basis", "homo_ev": [-3.4, -9.7], "multiplicity": 2, "s_squared": 0.7507, "lumo_ev": [1.048, 0.775], "homo_lumo_gap_ha": [0.165, 0.386], "e_above_lowest_kcal_mol": 45.3, "elements": ["C", "N", "H", "H", "H", "H", "H", "H", "C", "C", "C", "C", "H", "H", "H", "H", "H", "H", "H", "H"], "positions_angstrom": [[-2.4019, 0.5132, -1.2798], [-0.9786, 0.3455, -1.7023], [-2.7592, -0.4436, -0.9125], [-2.4322, 1.2381, -0.4699], [-2.9587, 0.8689, -2.1395], [-0.8825, -0.4456, -2.3983], [-0.3546, 0.1464, -0.8964], [-0.6241, 1.2266, -2.1783], [2.2711, 0.4563, -0.3767], [1.4261, -0.4555, 0.4440], [0.4631, -0.0594, 1.2659], [-0.2368, -0.9455, 2.2480], [2.0549, 1.5094, -0.2038], [3.3270, 0.2316, -0.2321], [2.0801, 0.2998, -1.4538], [1.6082, -1.5187, 0.3292], [0.3308, 1.0148, 1.3737], [0.1302, -1.9658, 2.1902], [-0.0643, -0.5644, 3.2532], [-1.3147, -0.9450, 2.0900]], "atomic_forces_ev_per_a": [[0.31, 0.01, 0.36], [0.11, 0.07, -0.05], [-0.12, -0.05, -0.14], [-0.04, 0.08, -0.10], [-0.14, -0.06, -0.05], [0.01, 0.07, 0.00], [-0.27, -0.04, -0.17], [-0.04, -0.08, 0.00], [-0.20, -0.13, -0.81], [0.01, -0.04, -0.09], [0.58, 0.14, 0.53], [-0.24, 0.21, -0.25], [0.14, 0.01, 0.25], [0.07, 0.18, 0.11], [0.09, -0.08, 0.19], [0.09, -0.09, 0.07], [-0.23, 0.01, 0.01], [-0.01, -0.11, -0.02], [0.01, -0.05, 0.12], [-0.12, -0.07, 0.03]]}

---

No. 5
{"formula": "C5H14N", "method": "the ωB97M-V functional and the def2-TZVPD basis", "homo_ev": -15.2, "multiplicity": 1, "charge": 1, "lumo_ev": -5.688, "homo_lumo_gap_ha": 0.350, "e_above_lowest_kcal_mol": 29.9, "elements": ["C", "N", "H", "H", "H", "H", "C", "C", "C", "C", "H", "H", "H", "H", "H", "H", "H", "H", "H", "H"], "positions_angstrom": [[0.1677, -1.9206, 1.9509], [0.7480, -1.8594, 0.8197], [-0.0213, -2.8861, 2.4039], [-0.1414, -0.9911, 2.4157], [0.8507, -0.9309, 0.3949], [0.8687, -2.6942, 0.2532], [-0.2832, -0.0394, -2.3339], [-0.0673, 1.6022, 1.2031], [-0.6767, 0.9464, -0.0354], [0.3179, 0.7515, -1.1752], [-0.3499, -1.1043, -2.0985], [0.2917, 0.0418, -3.2555], [-1.2842, 0.3226, -2.5688], [-0.7657, 1.5966, 2.0419], [0.2004, 2.6384, 1.0131], [0.8444, 1.0805, 1.5153], [-1.5214, 1.5191, -0.4183], [-1.1272, -0.0156, 0.2400], [0.7134, 1.7065, -1.5208], [1.2355, 0.2361, -0.8455]], "atomic_forces_ev_per_a": [[0.13, -0.13, -0.19], [-0.93, 0.25, 0.27], [-0.09, 0.02, 0.04], [0.17, -0.04, 0.20], [0.22, -0.23, -0.32], [0.50, 0.07, 0.03], [-0.01, 0.08, -0.18], [-0.27, -0.13, -0.07], [0.13, 0.01, 0.08], [0.13, -0.26, -0.26], [-0.16, -0.02, 0.03], [0.15, 0.03, 0.10], [-0.05, -0.06, 0.06], [0.01, 0.04, -0.01], [0.12, 0.03, -0.02], [0.09, 0.08, 0.05], [0.02, 0.15, 0.09], [-0.01, -0.08, -0.08], [-0.21, 0.16, 0.04], [0.05, 0.04, 0.13]]}

---

No. 6
{"formula": "C5H14N", "method": "the ωB97M-V functional and the def2-TZVPD basis", "homo_ev": -14.8, "multiplicity": 1, "charge": 1, "lumo_ev": -3.730, "homo_lumo_gap_ha": 0.407, "e_above_lowest_kcal_mol": 29.9, "elements": ["C", "C", "H", "H", "H", "H", "H", "H", "C", "C", "C", "N", "H", "H", "H", "H", "H", "H", "H", "H"], "positions_angstrom": [[-0.6103, 2.4339, -0.5135], [0.7208, 1.9661, -1.0978], [-0.8378, 1.9213, 0.4252], [-1.4577, 2.2288, -1.1718], [-0.6332, 3.4958, -0.2795], [0.6392, 1.0158, -1.6266], [1.0952, 2.6932, -1.8168], [1.4762, 1.8481, -0.3205], [0.6436, -0.5316, 1.3673], [-0.2090, -1.2960, 0.4282], [-1.1735, -0.9838, -0.4300], [0.1225, -2.7853, 0.4644], [0.2509, 0.4698, 1.5101], [0.7655, -0.9959, 2.3447], [1.6237, -0.4238, 0.8866], [-1.8157, -1.7165, -0.8961], [-1.2393, 0.0640, -0.7092], [-0.2835, -3.2428, 1.2830], [1.1348, -2.8919, 0.5191], [-0.2124, -3.2694, -0.3670]], "atomic_forces_ev_per_a": [[-0.25, -0.27, 0.22], [-0.04, 0.26, -0.04], [-0.02, 0.04, 0.03], [0.10, 0.14, -0.14], [0.15, 0.04, -0.09], [-0.05, -0.05, 0.00], [0.06, -0.05, -0.02], [0.06, 0.11, -0.02], [0.53, 0.51, -0.78], [-0.90, -1.17, -0.50], [1.01, 0.67, 0.43], [-0.27, 0.27, 0.55], [-0.07, -0.01, 0.01], [-0.12, -0.18, -0.04], [0.12, 0.05, 0.37], [0.22, -0.04, -0.34], [-0.70, -0.17, 0.35], [0.05, -0.07, 0.11], [0.12, -0.13, -0.04], [-0.01, 0.04, -0.08]]}